No. 1
The following is a DFT calculation (ωB97M-V/def2-TZVPD) of a gas-phase ion, C17H18N3S (charge +1) in a non-equilibrium geometry.

Output
- Lowest unoccupied orbital energy: -3.76 eV
- Frontier orbital gap: 7.2401 eV
- Net charge: +1

Each line ends with the Mulliken charge.
Atoms and positions in Å:
C1 6.720 1.074 -4.483  -0.94
C2 6.361 1.242 -3.065  0.59
N1 5.107 1.184 -2.696  -0.54
C3 5.015 1.005 -1.341  0.03
C4 3.758 0.820 -0.719  0.21
C5 2.673 0.636 -0.193  -0.42
C6 1.382 0.408 0.356  0.63
C7 0.939 -0.866 0.679  -0.76
C8 -0.382 -1.065 1.067  -0.20
C9 -1.257 0.027 1.179  0.47
N2 -2.651 -0.065 1.491  0.03
C10 -3.697 0.759 0.824  -0.75
C11 -4.934 -0.141 1.130  -0.29
C12 -4.865 -1.476 0.287  -0.81
C13 -3.702 -2.208 0.919  -0.62
C14 -3.257 -1.243 2.067  -0.55
C15 -4.573 -0.658 2.526  -0.82
N3 -0.797 1.267 0.866  0.04
C16 0.475 1.457 0.510  -0.55
C17 6.213 1.018 -0.640  -0.45
S1 7.535 1.324 -1.735  -0.12
H1 7.677 0.545 -4.534  0.35
H2 5.974 0.475 -5.036  0.28
H3 6.844 2.073 -4.911  0.26
H4 1.606 -1.704 0.543  0.47
H5 -0.733 -2.068 1.202  0.41
H6 -3.526 0.824 -0.258  0.43
H7 -3.776 1.785 1.257  0.46
H8 -5.914 0.325 1.035  0.44
H9 -5.782 -2.089 0.411  0.31
H10 -4.702 -1.356 -0.786  0.32
H11 -2.921 -2.442 0.188  0.34
H12 -4.030 -3.177 1.328  0.37
H13 -2.655 -1.706 2.841  0.55
H14 -4.485 0.111 3.309  0.33
H15 -5.292 -1.423 2.883  0.37
H16 -1.481 2.028 0.904  0.23
H17 0.823 2.375 0.137  0.50
H18 6.309 0.925 0.457  0.41


No. 2
The following is a DFT calculation (ωB97M-V/def2-TZVPD) of 2 unconnected molecules or ions with the total composition C5H14OS2 in a non-equilibrium geometry.

Output
- Lowest unoccupied orbital energy: 0.67 eV
- Frontier orbital gap: 8.9945 eV
- Net charge: 0

Each line ends with the Mulliken charge.
Atoms and positions in Å:
C1 2.899 -0.319 -1.305  -1.27
C2 1.379 -0.284 -1.533  -0.22
C3 0.637 -0.233 -0.192  -0.53
S1 -1.156 -0.437 -0.450  -0.09
S2 -2.149 1.338 0.004  -0.12
C4 -1.413 1.808 1.585  -0.40
C5 -1.894 0.997 2.807  -0.96
H1 3.251 -1.256 -0.896  0.36
H2 3.386 -0.096 -2.257  0.35
H3 3.171 0.535 -0.679  0.32
H4 1.090 0.591 -2.119  0.29
H5 1.140 -1.213 -2.047  0.18
H6 0.830 0.724 0.282  0.30
H7 0.986 -1.033 0.438  0.30
H8 -1.596 2.859 1.786  0.39
H9 -0.329 1.768 1.520  0.17
H10 -1.114 0.356 3.225  0.27
H11 -2.092 1.716 3.600  0.33
H12 -2.756 0.383 2.591  0.29
O1 -1.454 -3.048 -2.329  -0.62
H13 -1.997 -2.813 -1.564  0.32
H14 -0.818 -2.341 -2.469  0.35


No. 3
The following is a DFT calculation (ωB97M-V/def2-TZVPD) of a single C3H3NO3 molecule in a non-equilibrium geometry.

Output
- Lowest unoccupied orbital energy: -0.54 eV
- Frontier orbital gap: 8.9180 eV
- Net charge: 0

Each line ends with the Mulliken charge.
Atoms and positions in Å:
O1 2.218 -0.502 -0.934  -0.50
C1 1.365 -0.627 -0.095  0.19
C2 -0.283 -1.131 -0.574  -0.14
N1 -1.271 -0.487 -0.042  -0.39
C3 -0.722 0.740 0.203  0.76
O2 0.478 1.099 0.399  -0.54
O3 -1.666 1.652 0.421  -0.43
H1 1.497 -1.057 0.905  0.33
H2 -0.419 -2.164 -0.925  0.34
H3 -1.196 2.476 0.642  0.36


No. 4
The following is a DFT calculation (ωB97M-V/def2-TZVPD) of 3 unconnected molecules or ions with the total composition C37H66F13N2O13S5 in a non-equilibrium geometry.

Output
- Lowest unoccupied orbital energy: -5.27 eV
- Frontier orbital gap: 5.1519 eV
- Net charge: +1

Each line ends with the Mulliken charge.
Atoms and positions in Å:
C1 -3.177 -1.265 6.610  -0.34
O1 -4.561 -1.222 6.112  -0.39
C2 -4.724 -0.290 4.986  0.21
C3 -5.748 -0.986 3.903  -0.58
C4 -5.076 -0.830 2.412  -0.45
C5 -4.432 -2.235 1.859  -0.66
C6 -3.110 -2.765 2.667  -0.46
C7 -1.913 -1.666 2.859  0.02
C8 -0.509 -2.053 2.037  -0.23
S1 1.015 -1.075 2.662  -0.14
C9 0.217 0.484 1.893  -0.31
C10 0.624 1.822 2.709  -0.29
C11 2.290 1.943 2.615  -0.86
C12 2.786 3.524 2.402  0.67
F1 4.211 3.582 2.882  -0.31
F2 2.003 4.365 3.330  -0.29
C13 2.803 4.005 0.841  0.31
F3 1.763 3.196 0.101  -0.07
F4 4.106 3.600 0.266  -0.27
C14 2.462 5.630 0.630  0.65
F5 1.023 5.764 0.947  -0.24
F6 3.365 6.325 1.621  -0.27
C15 2.919 6.113 -0.857  0.74
F7 2.676 5.090 -1.943  -0.26
F8 4.420 6.294 -0.852  -0.24
S2 2.203 7.714 -1.480  1.12
F9 1.972 8.390 0.071  -0.28
F10 0.605 7.117 -1.612  -0.27
F11 2.515 7.192 -3.119  -0.31
F12 3.800 8.417 -1.500  -0.30
F13 1.638 9.197 -2.146  -0.27
N1 -0.559 0.191 0.802  0.38
S3 -1.483 1.375 -0.084  1.18
C16 -0.646 2.027 -1.642  -0.76
O2 -1.854 2.658 0.758  -0.63
O3 -2.889 0.839 -0.569  -0.63
C17 -0.448 -1.326 0.530  0.09
C18 -1.404 -2.002 -0.610  -0.67
N2 -1.220 -3.525 -0.701  -0.52
S4 1.438 -1.432 0.233  -0.05
C19 1.817 -2.029 -1.494  -0.26
C20 2.713 -0.857 -2.229  0.31
O4 2.606 0.442 -1.832  -0.41
O5 3.701 -1.117 -3.292  -0.24
C21 2.885 -1.209 -4.536  -0.53
C22 3.599 -2.405 -5.440  0.38
C23 3.692 -3.751 -4.511  -0.97
O6 4.864 -1.972 -6.050  -0.34
C24 6.021 -2.734 -5.553  0.50
O7 6.467 -3.873 -6.140  -0.53
C25 6.842 -2.159 -4.218  -0.23
S5 8.549 -2.940 -4.029  -0.18
H1 -2.770 -2.355 6.445  0.21
H2 -3.200 -0.966 7.755  0.17
H3 -2.439 -0.520 6.087  0.12
H4 -5.211 0.741 5.332  0.14
H5 -3.740 -0.031 4.408  -0.08
H6 -5.985 -2.125 4.148  0.28
H7 -6.769 -0.371 3.909  0.29
H8 -4.338 0.098 2.313  0.13
H9 -5.978 -0.573 1.674  0.37
H10 -4.304 -2.124 0.702  0.16
H11 -5.277 -3.064 2.017  0.37
H12 -2.677 -3.719 2.120  0.33
H13 -3.483 -3.125 3.731  0.29
H14 -1.618 -1.672 4.015  0.06
H15 -2.292 -0.583 2.634  -0.07
H16 -0.351 -3.230 2.035  0.66
H17 0.407 1.637 3.861  0.39
H18 0.221 2.839 2.306  0.38
H19 2.615 1.297 1.665  0.33
H20 2.822 1.430 3.535  0.45
H21 -1.490 2.140 -2.480  0.40
H22 0.161 1.314 -2.098  0.13
H23 -0.251 3.141 -1.475  0.25
H24 -1.057 -1.581 -1.671  0.48
H25 -2.545 -1.748 -0.528  0.00
H26 -2.087 -4.020 -0.351  0.29
H27 -1.115 -3.747 -1.731  0.29
H28 2.550 -2.965 -1.377  0.35
H29 0.906 -2.413 -2.117  0.18
H30 2.916 -0.154 -5.050  0.28
H31 1.788 -1.534 -4.270  0.33
H32 2.841 -2.638 -6.320  0.13
H33 2.584 -3.992 -4.154  0.29
H34 4.327 -3.641 -3.532  0.17
H35 4.077 -4.697 -5.081  0.36
H36 7.015 -0.985 -4.326  0.30
H37 6.159 -2.406 -3.287  0.10
H38 8.576 -3.715 -2.825  0.15
C26 -3.829 2.706 13.278  -0.79
O8 -3.627 3.064 11.922  -0.26
C27 -2.735 2.176 11.247  -0.67
C28 -3.063 2.121 9.753  -0.29
O9 -4.212 1.318 9.450  -0.39
C29 -5.482 1.870 9.833  -0.37
C30 -5.915 3.061 8.976  -0.45
O10 -5.215 4.242 9.365  -0.28
C31 -5.028 5.143 8.286  -0.77
H39 -2.899 2.821 13.843  0.32
H40 -4.589 3.370 13.699  0.24
H41 -4.194 1.679 13.356  0.35
H42 -2.795 1.169 11.670  0.36
H43 -1.720 2.563 11.389  0.42
H44 -2.226 1.629 9.245  0.38
H45 -3.151 3.116 9.315  0.14
H46 -5.504 2.103 10.899  0.12
H47 -6.206 1.061 9.677  0.42
H48 -6.984 3.250 9.117  0.41
H49 -5.731 2.831 7.918  0.23
H50 -4.469 4.659 7.476  0.32
H51 -4.433 5.990 8.647  0.23
H52 -5.989 5.510 7.921  0.33
C32 4.375 -1.414 -10.742  -0.78
O11 3.923 -2.755 -10.800  -0.30
C33 4.064 -3.436 -9.552  -0.23
C34 3.002 -4.530 -9.416  -0.50
O12 1.702 -4.024 -9.080  -0.48
C35 1.015 -3.316 -10.123  -0.34
C36 0.523 -4.221 -11.255  -0.60
O13 1.602 -4.575 -12.121  -0.27
C37 1.423 -5.847 -12.720  -0.79
H53 5.456 -1.385 -10.571  0.33
H54 4.151 -0.934 -11.698  0.25
H55 3.854 -0.863 -9.954  0.31
H56 3.975 -2.737 -8.715  0.07
H57 5.062 -3.886 -9.536  0.47
H58 3.288 -5.171 -8.575  0.49
H59 2.959 -5.172 -10.296  0.18
H60 1.615 -2.484 -10.495  0.14
H61 0.136 -2.874 -9.640  0.40
H62 -0.221 -3.690 -11.857  0.42
H63 0.060 -5.118 -10.825  0.35
H64 1.327 -6.622 -11.950  0.34
H65 2.314 -6.073 -13.316  0.23
H66 0.546 -5.846 -13.370  0.33


No. 5
The following is a DFT calculation (ωB97M-V/def2-TZVPD) of 2 unconnected molecules or ions with the total composition C6H8N2OS in a non-equilibrium geometry.

Output
- Lowest unoccupied orbital energy (spin up / spin down): -1.09 / -1.09 eV
- Frontier orbital gap (spin up / spin down): 7.0206 / 7.0190 eV
- Net charge: 0

Each line ends with the Mulliken charge.
Atoms and positions in Å:
C1 2.473 0.021 -1.614  -0.51
C2 3.277 0.423 -0.523  -0.32
C3 0.928 -0.175 0.041  0.40
C4 -0.963 2.145 0.117  0.02
C5 -1.159 -1.603 0.154  -1.22
C6 -0.164 -0.627 0.763  0.09
N1 1.203 -0.289 -1.201  -0.47
N2 -1.580 1.072 0.548  -0.42
O1 0.216 2.427 -0.160  -0.54
S1 2.341 0.544 0.939  -0.07
H1 2.736 -0.089 -2.596  0.49
H2 4.224 0.757 -0.450  0.52
H3 -1.692 2.923 -0.196  0.34
H4 -1.790 -1.968 1.058  0.29
H5 -1.733 -1.086 -0.696  0.30
H6 -0.764 -2.506 -0.316  0.35
H7 0.065 -0.607 1.763  0.53
H8 -2.450 0.801 0.337  0.22


| no. | E (eV) |
| --- | --- |
| 1 | -33218.74016 |
| 2 | -29129.84342 |
| 3 | -10789.79607 |
| 4 | -158505.89096 |
| 5 | -22210.87408 |